Entry 1:
Density functional theory data (wB97M-V/def2-TZVPD) for a 22-piece molecular cluster, C73H207N27O22 overall.

frontier orbital gap: 9.4813 eV
HOMO level: -8.971 eV

Cartesian coordinates (Å):
C 3.7161 -6.0890 0.1185
C 3.6696 -7.3525 0.9485
C 4.8379 -7.1443 1.9673
O 4.8462 -8.1574 2.9519
C 6.1241 -8.3396 3.4683
N 2.4567 -7.5171 1.6982
H 3.7153 -5.2231 0.8112
H 2.9480 -6.0020 -0.6780
H 4.7162 -5.9583 -0.3168
H 4.0064 -8.2151 0.3442
H 4.7449 -6.1616 2.3921
H 5.6932 -7.2273 1.3476
H 6.8731 -8.5087 2.6267
H 6.1406 -9.0833 4.2472
H 6.4920 -7.4310 4.0049
H 2.3328 -8.3911 2.1765
H 1.6489 -7.4999 1.0264
C 1.7926 3.4569 -6.9554
C 2.0442 4.7281 -6.1868
C 1.5495 5.9899 -6.7285
O 2.3680 6.4148 -7.7776
C 2.2763 7.7934 -8.1337
N 1.2953 4.5226 -4.8971
H 2.0988 3.6112 -7.9714
H 0.7522 3.1174 -7.0017
H 2.2876 2.6429 -6.4801
H 3.1420 4.9082 -6.1080
H 1.5404 6.7925 -5.9763
H 0.4956 5.8766 -7.0334
H 3.2204 7.9166 -8.6852
H 2.1975 8.5003 -7.2826
H 1.4652 8.0064 -8.9038
H 1.7659 3.6870 -4.4891
H 1.4654 5.3181 -4.2792
C 8.3967 -5.0726 0.9461
C 7.0316 -4.5280 0.4633
C 6.3277 -3.7311 1.6236
O 5.1216 -3.1117 1.1958
C 4.3299 -2.7844 2.3224
N 7.1317 -3.7482 -0.7774
H 8.9934 -5.5720 0.1292
H 8.4134 -5.7523 1.6895
H 9.0252 -4.2086 1.1940
H 6.4807 -5.4492 0.2418
H 7.0459 -2.9568 2.0664
H 6.1835 -4.4763 2.4088
H 4.8918 -2.2713 3.0835
H 3.8810 -3.6339 2.8241
H 3.5576 -2.0910 2.0008
H 6.2381 -3.2828 -0.7917
H 7.8577 -3.0155 -0.7806
C 3.7767 1.6544 -3.1342
C 3.5248 0.2015 -3.4215
C 2.9988 -0.0878 -4.8429
O 1.7452 0.4730 -5.0592
C 0.6206 -0.1230 -4.4849
N 4.7885 -0.5793 -3.3039
H 4.5133 1.9047 -3.8856
H 4.0586 1.8013 -2.0871
H 2.8281 2.1600 -3.1580
H 2.8062 -0.1633 -2.6666
H 3.0504 -1.1579 -5.1688
H 3.6978 0.3931 -5.5654
H 0.6925 -0.2883 -3.4027
H 0.5178 -1.1953 -4.7882
H -0.2414 0.4151 -4.8754
H 5.2936 -0.2989 -4.2161
H 4.6698 -1.5541 -3.4036
C 3.0863 6.2995 0.0337
C 2.1727 5.2098 -0.5059
C 0.7188 5.5683 -0.3279
O 0.4150 5.5342 1.0175
C -0.9159 5.9594 1.2821
N 2.4393 5.1182 -2.0014
H 2.8655 6.3714 1.1281
H 2.8793 7.2540 -0.4424
H 4.1243 5.9973 -0.0573
H 2.4095 4.2671 -0.0374
H -0.0069 4.8551 -0.8431
H 0.4504 6.5335 -0.7401
H -1.1630 6.8963 0.7712
H -1.0451 6.0260 2.3652
H -1.5960 5.2073 0.8764
H 1.9940 4.3190 -2.3550
H 3.4201 5.0546 -2.1741
C -8.5864 -1.6247 -4.4563
C -7.2166 -1.4063 -3.7897
C -6.7486 -2.5259 -2.7980
O -7.3983 -2.3803 -1.5363
C -7.1327 -3.5023 -0.7184
N -6.1484 -1.3045 -4.8178
H -8.6701 -2.5224 -5.0036
H -8.7086 -0.8140 -5.1515
H -9.3713 -1.6006 -3.7071
H -7.3943 -0.4735 -3.3031
H -5.7166 -2.3996 -2.6881
H -7.0216 -3.4635 -3.2815
H -7.7276 -4.3890 -0.9438
H -7.3035 -3.2525 0.3543
H -6.0762 -3.7095 -0.7878
H -5.3290 -0.7474 -4.5362
H -6.5151 -0.8733 -5.6645
C -4.9678 4.8024 -5.3469
C -4.6211 5.9559 -4.4825
C -3.1840 6.0278 -4.0470
O -3.1439 6.9887 -3.0525
C -2.1280 6.6795 -2.0796
N -4.8436 7.2328 -5.1942
H -6.0287 4.6284 -5.4541
H -4.4752 3.9340 -4.8142
H -4.4431 4.7853 -6.3247
H -5.1708 5.9230 -3.4947
H -2.4545 6.2321 -4.8317
H -3.0431 4.9987 -3.6398
H -1.3099 6.0856 -2.4953
H -2.6051 6.2190 -1.2021
H -1.6756 7.6251 -1.7829
H -4.6650 7.9906 -4.5203
H -5.8826 7.3670 -5.2727
C 3.6991 4.1612 2.8754
C 3.3657 2.6468 3.1822
C 1.9647 2.4410 3.7722
O 1.6814 3.2465 4.8965
C 2.5872 3.0986 5.9966
N 3.4007 1.7079 2.0852
H 2.9402 4.5664 2.2438
H 4.7516 4.2922 2.4818
H 3.6068 4.7344 3.7798
H 3.9632 2.3429 4.0348
H 1.8364 1.4006 4.0800
H 1.1494 2.6125 3.0286
H 3.6305 3.3676 5.7284
H 2.4710 2.1089 6.4164
H 2.2345 3.9015 6.6339
H 2.7006 2.0464 1.3920
H 4.3293 1.8424 1.5500
C -8.1566 2.3111 -3.6797
C -7.6886 2.7163 -2.3312
C -6.1374 2.9411 -2.2900
O -5.3473 1.7948 -2.5717
C -5.1172 1.1077 -1.4040
N -8.2195 3.9854 -1.9214
H -9.2235 2.0813 -3.7515
H -7.6507 1.4887 -4.1483
H -7.9401 3.2128 -4.2741
H -7.8598 1.9312 -1.5666
H -5.8950 3.3657 -1.3439
H -5.9053 3.6679 -3.1175
H -4.7811 0.1142 -1.5035
H -6.0677 1.0300 -0.8914
H -4.4111 1.6536 -0.7258
H -9.0384 4.1866 -2.4916
H -8.4341 3.9908 -0.9316
C -1.5074 0.5091 5.2301
C -2.3000 0.7274 3.9211
C -3.6679 0.1175 3.8516
O -4.2584 0.4949 2.6541
C -5.3661 -0.3099 2.1783
N -2.5207 2.1677 3.6827
H -2.1413 0.7089 6.1027
H -0.7039 1.2456 5.2516
H -0.9859 -0.4507 5.2717
H -1.7660 0.4206 3.0398
H -4.2111 0.4846 4.7254
H -3.3572 -0.9875 3.9342
H -5.7757 0.1038 1.2333
H -6.0974 -0.4776 2.9076
H -4.8817 -1.2700 1.8685
H -1.6589 2.7245 3.7514
H -2.8949 2.1510 2.7547
C 8.7833 1.0727 -1.2329
C 7.6880 0.4120 -0.4385
C 7.5636 1.0459 0.9808
O 8.6983 0.7283 1.7095
C 9.1621 1.6103 2.6931
N 6.3351 0.6556 -0.9748
H 9.7590 0.7708 -0.8007
H 8.7376 2.1292 -1.4199
H 8.6875 0.6311 -2.2335
H 7.9847 -0.6712 -0.3463
H 6.6585 0.6545 1.4729
H 7.3592 2.1405 0.9515
H 9.3278 2.5837 2.2765
H 10.0957 1.2305 3.0653
H 8.4746 1.6971 3.5397
H 6.2196 0.2383 -1.9016
H 5.7473 0.1350 -0.3499
C -0.3004 -1.4652 -8.5137
C -1.7881 -1.4582 -8.3204
C -2.3046 -1.0014 -6.9136
O -1.6370 -1.7449 -5.8889
C -2.3698 -1.6714 -4.7168
N -2.4765 -0.8190 -9.4299
H 0.1195 -2.1939 -9.2192
H 0.1659 -1.5934 -7.5432
H 0.0358 -0.4532 -8.8052
H -2.1760 -2.4778 -8.3119
H -3.3690 -1.2254 -6.9154
H -2.1316 0.0861 -6.8584
H -1.6991 -1.9103 -3.8402
H -3.2349 -2.3750 -4.6642
H -2.6368 -0.6022 -4.4805
H -3.4092 -0.5397 -9.1575
H -1.9207 -0.0638 -9.7544
C -1.1346 -4.9048 2.4073
C -2.1683 -5.4390 3.3453
C -2.7858 -4.2408 4.0954
O -3.7216 -4.6659 5.1006
C -3.9527 -3.5544 5.9801
N -3.2257 -6.1667 2.6585
H -0.6981 -5.6592 1.7671
H -0.3233 -4.4762 2.9759
H -1.5763 -4.1323 1.7494
H -1.7050 -6.0503 4.1644
H -3.1920 -3.5753 3.2917
H -1.8819 -3.7017 4.5316
H -2.9862 -3.0273 6.2677
H -4.3987 -4.0010 6.9057
H -4.7016 -2.8549 5.5664
H -3.0014 -7.0797 2.3003
H -4.0803 -6.2690 3.2572
C -1.4882 0.6884 0.5369
C 0.0283 0.6647 0.9602
C 0.8539 -0.5788 0.4829
O 0.4339 -1.7766 1.0169
C 1.0439 -2.1744 2.2289
N 0.7485 1.7508 0.3295
H -1.9552 1.5758 0.9515
H -2.1182 -0.1532 0.8122
H -1.5916 0.6949 -0.5802
H 0.0928 0.7194 2.0839
H 1.9457 -0.3999 0.6116
H 0.6161 -0.6042 -0.5977
H 0.3418 -2.0070 3.0469
H 1.8698 -1.4949 2.3776
H 1.4392 -3.2005 2.2104
H 0.4124 1.8810 -0.6119
H 0.4610 2.6702 0.7978
C -3.9442 5.2949 8.6519
C -3.3443 4.3185 7.6705
C -2.7359 3.0894 8.2688
O -3.7934 2.4560 9.0427
C -3.4906 1.1429 9.3842
N -4.3173 4.0824 6.5323
H -3.1025 5.5588 9.3336
H -4.7136 4.7690 9.2228
H -4.3146 6.2039 8.1505
H -2.5082 4.7696 7.1762
H -1.9744 3.2970 8.9610
H -2.2626 2.4453 7.4703
H -3.2252 0.6219 8.4702
H -4.3918 0.8120 9.8791
H -2.6089 1.0846 10.0627
H -5.1386 3.6671 6.9036
H -3.9450 3.4071 5.8588
C 3.1015 -4.0914 -5.3348
C 2.0402 -4.3160 -4.1956
C 1.8957 -3.1037 -3.2537
O 3.1342 -2.9770 -2.6015
C 2.9981 -2.3498 -1.3045
N 0.6948 -4.5614 -4.6826
H 2.7326 -3.1597 -5.8716
H 3.1208 -4.9039 -6.1019
H 4.0913 -3.9373 -4.9040
H 2.3404 -5.1459 -3.5376
H 1.0782 -3.2276 -2.4447
H 1.7738 -2.2202 -3.8189
H 2.7926 -3.1419 -0.5766
H 2.1987 -1.6512 -1.2791
H 3.9173 -1.8835 -0.9546
H 0.7588 -4.8899 -5.6089
H 0.1240 -3.7500 -4.5960
C 0.5784 -2.2585 6.4019
C 1.6490 -1.3183 5.8294
C 2.4068 -0.6736 6.9742
O 1.5519 0.0885 7.8296
C 2.0505 0.1898 9.1388
N 2.5383 -1.9369 4.8837
H -0.0095 -2.7179 5.6181
H -0.1335 -1.6493 7.0316
H 0.9648 -3.0500 7.0735
H 1.1671 -0.4825 5.2921
H 3.2526 -0.0259 6.6621
H 2.8090 -1.4558 7.6268
H 3.0683 0.7182 9.1839
H 2.1586 -0.8209 9.6254
H 1.4276 0.9111 9.6620
H 3.1440 -1.2392 4.4425
H 2.9364 -2.7711 5.2948
C -2.9655 -2.9491 -0.5116
O -3.7899 -2.1304 -0.1861
N -1.8054 -2.5825 -1.2854
N -2.9573 -4.1953 -0.1527
H -1.9824 -1.6386 -1.6121
H -0.9474 -2.6796 -0.7257
H -3.7094 -4.4027 0.4843
H -2.2480 -4.8614 -0.4341
C 2.5496 -5.7844 5.1636
O 2.5473 -5.0131 6.1087
N 2.9381 -7.1120 5.3035
N 2.1554 -5.4034 3.8886
H 3.3750 -7.6545 4.5483
H 3.2565 -7.3440 6.2159
H 2.0752 -4.3462 3.7151
H 2.1456 -6.1675 3.1815
C -1.3277 2.4518 -3.3891
O -0.3704 2.3883 -2.6360
N -2.5349 1.8626 -3.1297
N -1.3249 2.8384 -4.6941
H -2.8289 1.7011 -2.1813
H -3.2924 2.0791 -3.6929
H -0.6668 3.5149 -5.0398
H -2.2815 2.9354 -5.0428
C -4.7979 5.1261 1.5980
O -4.1499 4.4446 0.8425
N -4.7450 4.9212 2.9609
N -5.5653 6.1631 1.0707
H -4.0209 4.3024 3.1784
H -5.1852 5.5528 3.6280
H -5.5911 6.9921 1.5590
H -5.7414 6.3007 0.0877
C -0.0651 -6.9573 -1.5413
O 0.0122 -7.8238 -0.7281
N -0.2651 -7.2054 -2.8791
N -0.1198 -5.6477 -1.2174
H -0.1011 -6.5384 -3.6023
H -0.1316 -8.1627 -3.0632
H 0.0058 -5.0315 -2.0174
H 0.3060 -5.4404 -0.3335

---

Entry 2:
Density functional theory data (wB97M-V/def2-TZVPD) for a 2-piece molecular cluster, C37H72BN3O3 overall.

frontier orbital gap: 1.0224 eV
HOMO level: -2.643 eV

Cartesian coordinates (Å):
C -7.5799 -3.6675 5.1549
C -7.3058 -2.3375 4.7560
C -6.6074 -0.8264 4.6071
N -5.0703 -0.8324 4.4703
C -4.5957 -0.9495 5.9019
C -2.9534 -0.9829 6.1973
C -2.5653 -1.9668 7.4505
C -2.4480 -3.5585 7.0844
C -1.9503 -3.8932 5.5604
C -3.2040 -4.2603 4.5477
C -2.7506 -4.3830 2.9554
C -1.8660 -3.1005 2.4417
C -1.8988 -2.8344 0.8249
C -0.7412 -3.6259 -0.0300
C 0.7863 -3.0138 0.1787
C 1.3383 -2.1629 -1.1206
C 2.7709 -2.8569 -1.6060
C 3.4615 -2.0710 -2.8758
C 3.9771 -0.5476 -2.5275
C 5.6292 -0.4534 -2.7181
C 6.0952 1.1012 -3.0340
C 7.7511 1.0865 -3.1844
C 8.4301 2.4530 -2.5420
C 9.6130 2.1596 -1.4435
C 9.2703 2.9802 -0.0368
C -5.5200 0.1281 6.7223
B -5.2291 1.7470 6.5742
O -4.8940 2.4508 5.3131
O -5.3749 2.5536 7.8368
C -7.0040 -0.1092 6.0622
C -8.0085 1.1587 5.8046
C -9.4917 0.5099 5.3859
N -10.0563 -0.5225 6.1419
H -7.7613 -4.7696 5.5121
H -7.0983 -0.3382 3.6397
H -4.9235 0.0751 3.9542
H -4.8125 -1.6254 3.8255
H -5.0067 -1.9957 6.2995
H -2.6947 0.1240 6.5540
H -2.3184 -1.1509 5.2203
H -3.4598 -1.8712 8.2340
H -1.6199 -1.5258 8.0222
H -1.6161 -4.0077 7.8135
H -3.4253 -4.1878 7.3092
H -1.2416 -3.0501 5.1646
H -1.3020 -4.8934 5.6353
H -4.0305 -3.4454 4.7401
H -3.6239 -5.3416 4.8302
H -3.7579 -4.5523 2.3457
H -2.0789 -5.3543 2.8278
H -2.2879 -2.1247 2.9786
H -0.7308 -3.2845 2.7382
H -2.9514 -3.0438 0.3176
H -1.7065 -1.6693 0.6736
H -0.9700 -3.6703 -1.1972
H -0.6846 -4.7562 0.3313
H 1.5493 -3.8976 0.3603
H 0.8383 -2.3279 1.1262
H 1.5449 -1.0495 -0.7477
H 0.5815 -2.1996 -2.0215
H 2.5497 -3.9800 -1.9231
H 3.5259 -2.8784 -0.7115
H 2.6498 -2.0311 -3.7306
H 4.3581 -2.7458 -3.2391
H 3.4004 0.1848 -3.2508
H 3.7424 -0.2144 -1.4240
H 5.9498 -1.1677 -3.5911
H 6.0890 -0.7566 -1.6697
H 5.6744 1.4057 -4.1019
H 5.7244 1.8458 -2.1905
H 8.1982 0.1525 -2.5966
H 8.1041 0.9709 -4.3088
H 7.6328 3.1835 -2.0512
H 8.9144 3.0414 -3.4499
H 9.6642 1.0074 -1.1961
H 10.6329 2.5609 -1.8610
H 8.5202 2.3522 0.6075
H 10.2463 3.1505 0.6034
H 8.8071 4.0379 -0.2559
H -5.4236 -0.1796 7.8723
H -5.6367 3.0904 5.0463
H -5.6674 3.4970 7.5822
H -7.5290 -0.8060 6.8756
H -8.2322 1.8147 6.7602
H -7.7110 1.8379 4.8760
H -10.0840 0.9236 4.4642
H -10.9680 -0.7456 5.6855
C 1.1984 0.8049 -7.4844
C 1.8048 2.1896 -7.8019
C 0.6668 3.2204 -8.0223
C -0.1004 3.6222 -6.7672
C 0.7194 3.5193 -5.4871
C 2.2550 3.5814 -5.6898
N 2.6392 2.5131 -6.6295
O 4.0046 2.4610 -6.8686
C 2.8893 3.2841 -4.3040
C 2.6672 5.0110 -6.1089
C 2.5375 2.0704 -9.1696
H 1.9807 0.0488 -7.3625
H 0.5374 0.4640 -8.2908
H 0.6093 0.8156 -6.5629
H 1.0843 4.1296 -8.4725
H -0.0521 2.8410 -8.7639
H -0.4648 4.6495 -6.8927
H -0.9963 2.9987 -6.6647
H 0.3896 4.2999 -4.7889
H 0.4619 2.5709 -4.9978
H 2.6649 2.2608 -3.9790
H 2.4971 3.9645 -3.5377
H 3.9793 3.4034 -4.3135
H 2.3491 5.7400 -5.3519
H 2.2246 5.3241 -7.0591
H 3.7537 5.1103 -6.2051
H 1.8378 1.7735 -9.9619
H 3.3268 1.3113 -9.1524
H 2.9827 3.0258 -9.4714

---

Entry 3:
Density functional theory data (wB97M-V/def2-TZVPD) for C11H14 as an isolated structure.

frontier orbital gap (alpha / beta): 7.5635 / 7.5645 eV
energy relative to the best compared isomer or geometry (same formula, charge and spin): 6.948 eV
HOMO level (alpha / beta): -7.984 / -7.984 eV

Cartesian coordinates (Å):
C -2.4172 -1.0235 -0.5793
C -3.6620 -0.6780 -0.9303
C -0.9046 -0.6735 -1.1386
C -2.1604 1.4278 0.1789
C -0.6425 1.2603 0.4719
C -2.6979 0.0829 0.5628
C -1.5699 -0.9313 0.7498
C -0.4022 -0.1590 0.1649
C 3.5563 -0.3981 0.1449
C 1.0125 -0.5620 0.5878
C 2.1523 -0.3043 -0.4569
H -0.3969 -1.6294 -1.5546
H -0.9089 0.0868 -1.9588
H -2.6529 2.1541 0.7619
H -2.3459 1.4702 -0.8457
H -0.0218 1.9436 -0.1762
H -0.5492 1.4769 1.4835
H -3.5435 -0.0860 1.2754
H 4.1038 0.5368 0.1493
H 4.1341 -1.1703 -0.3166
H 3.4634 -0.6284 1.1739
H 1.3384 -0.1116 1.5059
H 1.1001 -1.6250 0.8437
H 2.1118 -1.1428 -1.1851
H 1.9032 0.6838 -0.9127

---

Entry 4:
Density functional theory data (wB97M-V/def2-TZVPD) for an isolated molecule of C4H5NO.

SMILES: CC1=C=CNO1
frontier orbital gap: 8.4025 eV
energy relative to the best compared isomer or geometry (same formula, charge and spin): 4.987 eV
HOMO level: -8.343 eV

Cartesian coordinates (Å):
C -1.8118 0.0193 0.2466
C -0.3253 0.1048 0.0900
C 0.4938 1.1951 -0.2355
C 1.7041 0.5548 -0.1102
N 1.6593 -0.8507 0.1075
O 0.3007 -1.0868 0.2699
H -2.1027 -0.7977 0.9121
H -2.1996 0.9654 0.6309
H -2.2853 -0.1527 -0.7292
H 2.7420 0.8675 -0.2454
H 1.8250 -0.8190 -0.9367

---

Number 1: E_tot -6038.99076 Ha, largest force on an atom 4.84 eV/A. Number 2: E_tot -1867.06164 Ha, largest force on an atom 9.90 eV/A. Number 3: E_tot -427.22644 Ha, largest force on an atom 4.04 eV/A. Number 4: E_tot -285.23132 Ha, largest force on an atom 1.85 eV/A.